Version i
DFT (ωB97M-V with the def2-TZVPD basis set) results for a molecular structure, C3H6IN2O2S.

- HOMO: -0.1673 hartree
- Gap between HOMO and LUMO: 7.82 eV
- Molecular weight: 261.06 g/mol

Geometry as ORCA input:
```
! RIJCOSX wB97M-V def2-TZVPD def2/J DEFGRID3
* xyz -1 1
C 0.131 0.786 0.031
C 0.559 -0.327 -1.980
C -0.658 1.001 1.243
N -0.105 -0.223 -0.735
N -0.345 1.709 2.257
O 3.104 1.758 0.610
O 3.606 1.658 -1.774
S 4.144 1.586 -0.420
I 4.698 -0.979 0.065
H 0.577 1.716 -0.381
H 0.966 0.575 -2.446
H -0.159 -0.829 -2.627
H 1.481 -0.799 -1.623
H -1.690 0.116 1.343
H 0.459 2.319 2.099
*
```

***

Version ii
DFT (ωB97M-V with the def2-TZVPD basis set) results for 3 unconnected molecules or ions with the total composition C3H6IN2O2S.

- HOMO: -0.1676 hartree
- Gap between HOMO and LUMO: 7.55 eV
- Molecular weight: 261.06 g/mol

Geometry as ORCA input:
```
! RIJCOSX wB97M-V def2-TZVPD def2/J DEFGRID3
* xyz -1 1
C -0.582 1.035 0.265
C -0.743 -1.011 1.237
C -0.896 1.810 -0.902
N -1.367 0.009 0.448
N -1.837 1.839 -1.732
O 1.067 -1.295 -1.178
O 2.686 -2.749 0.063
S 2.473 -1.579 -0.828
I 3.145 0.600 0.553
H 0.385 1.243 0.805
H -1.489 -1.684 1.392
H -0.315 -0.556 2.096
H -0.160 -1.650 0.635
H 0.216 2.835 -1.240
H -2.583 1.154 -1.612
*
```

***

Energies relative to the minimum, hartree: version i 0.0000; version ii 0.0431

***

Version i
DFT (ωB97M-V with the def2-TZVPD basis set) results for 2 unconnected molecules or ions with the total composition C3H5NO2S.

- HOMO (alpha / beta): -0.1744 / -0.3757 hartree
- Gap between HOMO and LUMO (alpha / beta): 4.94 / 8.57 eV
- Molecular weight: 119.14 g/mol

Geometry as ORCA input:
```
! RIJCOSX wB97M-V def2-TZVPD def2/J DEFGRID3
* xyz 0 3
C -1.427 1.124 -1.224
C 0.568 -1.512 0.325
C 0.780 -0.527 -0.792
N -1.464 1.689 -0.156
O -1.573 0.967 -2.360
O -0.754 1.481 1.007
S 1.995 -0.453 0.632
H -0.187 -1.337 0.955
H 0.739 -2.527 0.369
H 1.499 -0.949 -1.510
H 1.357 0.671 1.165
H -1.534 1.374 1.591
*
```

***

Version ii
DFT (ωB97M-V with the def2-TZVPD basis set) results for 2 unconnected molecules or ions with the total composition C3H5NO2S.

- HOMO (alpha / beta): -0.2645 / -0.3549 hartree
- Gap between HOMO and LUMO (alpha / beta): 7.32 / 7.80 eV
- Molecular weight: 119.14 g/mol

Geometry as ORCA input:
```
! RIJCOSX wB97M-V def2-TZVPD def2/J DEFGRID3
* xyz 0 3
C 0.342 -0.724 0.123
C -0.902 -0.022 0.166
C 0.904 -1.404 -1.128
N -0.781 2.342 1.182
O -0.970 3.042 0.230
O -0.378 2.512 2.298
S -1.069 -1.455 1.065
H 1.136 -0.352 0.800
H -1.600 0.604 -0.433
H 1.711 -2.167 -0.914
H 1.465 -0.624 -1.511
H 0.141 -1.751 -1.879
*
```

***

Energies relative to the minimum, hartree: version i 0.1108; version ii 0.0000